Molecular formula: C63H132B3F24N7O4P2
Method: DFT, ωB97M-V with the def2-TZVPD basis set

Structure (ORCA input):
```
! RIJCOSX wB97M-V def2-TZVPD def2/J DEFGRID3
* xyz 2 1
N -10.623 -2.519 10.198
H -7.322 6.082 11.890
H 2.279 -5.996 -4.330
C -3.396 5.992 11.615
C -11.457 -1.285 10.580
H -10.088 -4.450 10.642
H 12.349 -6.059 -1.900
H 0.688 -0.568 -11.548
P 1.251 -3.415 5.751
H -3.281 4.282 0.852
F -10.779 1.898 4.779
H 0.652 -0.576 -13.233
C 8.842 -4.467 -0.178
F -7.068 -5.828 0.253
F -7.763 -7.781 -0.568
C -0.879 3.364 -0.444
H -0.131 -1.876 -12.291
H 11.538 -4.338 -0.201
H 11.020 7.216 -5.827
H 0.614 -6.370 -4.073
H -7.634 8.288 12.747
C -9.490 7.157 10.841
C 0.017 -0.800 -12.376
H 9.270 7.736 -5.775
H 14.000 -3.849 -0.029
F -6.263 -5.240 -1.715
H -13.078 -1.846 9.319
C -0.868 2.495 -12.463
C 10.447 4.409 -5.299
H -1.882 1.128 -1.166
H 7.089 6.249 -3.262
H -9.699 6.886 9.806
H -1.244 3.807 -14.220
C -13.821 -0.316 10.709
C 0.101 -8.433 -5.633
H -15.882 -0.991 10.178
B -1.832 8.515 -4.710
C 7.445 4.476 -4.318
H -2.538 3.823 -13.043
F -2.142 8.485 -3.353
C 4.813 -9.149 -7.004
H 14.684 -2.609 -2.473
C 14.497 -5.254 -3.020
F 6.288 -1.856 -5.594
H 1.239 3.341 -12.300
H -8.083 -3.827 9.564
C -0.938 2.102 0.397
F 2.194 -2.413 4.883
O 2.179 -7.744 -7.502
C 15.831 -5.486 -2.356
H 9.635 3.524 -2.588
H -11.111 -0.472 9.941
H 8.742 3.805 -1.087
H -8.068 7.395 8.603
H 8.770 -3.380 -0.218
H 1.819 -10.915 -6.854
H -10.673 7.914 12.432
H 2.399 -10.210 -8.396
H 9.308 -4.696 0.780
F -8.396 -6.107 -1.745
H -2.466 2.681 -10.838
H -11.391 -2.241 8.183
C 7.557 5.309 -2.970
F -2.651 7.559 -5.404
H 2.565 -10.735 -3.155
H 16.055 -3.676 -1.202
C -7.908 8.762 11.804
H -13.483 0.169 11.624
H 4.613 -8.918 -8.051
H -13.365 -2.375 10.966
C -9.143 -2.055 10.310
H 8.886 7.686 -1.733
C 15.784 -4.717 -1.024
H -7.066 9.391 11.516
C 13.649 -2.921 -2.334
H -3.317 6.771 12.373
H -11.146 -3.944 8.501
H -2.931 6.278 10.672
H -7.307 5.696 10.164
F -5.510 -7.115 -0.625
N 2.562 -8.289 -6.294
C 0.670 2.424 -12.457
F -0.478 8.221 -4.884
H 9.989 -5.976 -1.299
C -1.454 3.772 -13.151
H -1.428 -0.914 -10.275
C -8.421 -2.832 9.274
H 6.884 5.029 -2.160
H 11.175 -3.208 -1.499
C -2.134 1.155 -0.106
H 14.614 -4.493 -3.792
H -2.289 -1.219 -14.055
O -0.147 2.485 2.766
C 1.429 -6.505 -4.784
C 9.455 4.241 -1.787
H -0.026 1.180 -9.977
H -0.562 -8.218 -4.794
H 1.234 -8.762 -3.071
C -7.109 6.478 10.897
H 7.830 -4.872 -0.192
F 6.625 -3.213 -7.294
N 13.581 -4.430 -2.044
H -3.411 -0.319 -13.107
H -0.237 -7.838 -6.481
H -9.058 -0.977 10.172
F -6.597 -7.358 -2.569
F 0.038 -3.155 4.736
H 15.873 -6.549 -2.119
H -9.443 6.272 11.476
C 2.694 -10.599 -7.422
C -1.400 -0.143 -12.301
H -2.801 -1.887 -12.523
H -3.813 2.458 -0.262
H -9.302 -3.893 7.555
H 5.423 -10.048 -6.917
C 8.117 5.301 -5.356
C -5.614 6.872 10.823
H 9.973 3.528 -4.866
F 6.382 -1.002 -7.672
C 9.587 5.640 -5.070
N -8.055 7.628 10.690
C -7.842 8.204 9.298
H 9.610 6.685 -0.561
C -12.890 -1.600 10.364
F 8.180 -1.750 -6.715
H -11.875 -4.045 11.032
H 1.126 2.167 -13.413
H 3.928 -11.267 -5.142
H 13.167 -2.258 -1.616
N -1.410 1.259 -13.003
H 10.374 4.260 -1.201
H 11.406 4.461 -4.782
C 12.186 -5.025 -2.206
C -10.821 -3.772 11.080
H -1.934 3.154 4.506
H -3.741 0.705 2.242
H 16.328 -5.078 -0.151
H 1.082 -5.974 -5.671
H 9.431 -4.753 -2.338
C -1.696 0.002 -10.801
H -1.565 1.238 -9.104
H 7.895 6.508 -0.773
H -1.008 3.450 -10.535
H -10.558 -3.549 12.114
F -2.038 9.747 -5.282
H 16.588 -5.060 -3.015
H -7.471 -2.374 9.001
H 10.691 4.285 -6.354
C -1.395 2.530 -10.973
H -3.622 3.042 4.245
C -3.706 1.679 1.753
H 1.253 1.558 0.613
O -1.637 1.224 -14.417
H -5.120 4.753 10.847
H -15.352 -1.383 11.897
H -4.689 2.096 1.969
H -4.278 0.850 -0.260
F -11.362 3.482 6.263
F 0.399 -4.286 6.701
H -11.205 -1.083 11.621
B -10.379 3.026 5.427
H 0.546 1.132 -0.863
H -1.238 4.761 -12.746
H -2.582 1.592 4.403
F 1.634 -4.728 4.844
C -10.249 8.321 11.514
C -9.233 9.392 11.947
H 0.235 0.144 0.522
C 8.825 6.680 -1.316
C -2.720 2.686 2.403
H 6.394 4.379 -4.591
H -5.386 7.762 11.410
H -8.720 -2.295 11.285
H 4.386 -9.794 -4.508
H -13.625 0.389 9.901
H -6.856 8.656 9.196
C -2.531 -0.957 -13.025
H -9.399 9.787 12.950
C 8.928 5.555 -2.399
H 14.003 -5.613 -0.226
H -1.879 0.149 0.228
H 11.928 -4.868 -3.253
C -2.679 2.581 3.953
C 2.327 -10.266 -4.110
H 3.384 -11.427 -7.581
C -10.756 -2.949 8.716
H 2.781 -8.294 -3.444
F 0.962 -2.136 6.632
H -5.396 5.431 12.374
B 6.814 -1.937 -6.800
H -0.392 3.231 -1.410
C -15.323 -0.684 11.062
C 9.975 6.917 -5.910
H -1.849 3.736 -0.775
H -5.276 7.059 9.804
C -9.335 -2.925 8.055
H 8.080 4.858 -6.351
C 3.540 -10.257 -5.016
H -9.234 10.284 11.321
H 7.524 6.165 -5.653
C 14.272 -4.667 -0.696
C 3.404 -9.598 -6.446
H -2.372 4.828 2.207
H -11.059 8.713 10.900
C 1.947 -8.834 -3.892
N 9.693 6.103 -3.597
O 10.872 6.711 -3.230
H -2.883 5.109 11.997
H -0.433 4.230 0.045
H -9.266 -2.206 7.239
F 2.594 -3.681 6.590
H 9.898 6.652 -6.964
C 0.316 1.183 0.201
P -6.942 -6.595 -1.174
H -8.593 8.971 9.110
H -2.777 0.003 -10.663
H 13.223 -2.845 -3.334
C 1.541 -8.040 -5.171
C -3.141 4.110 1.920
C -3.575 1.518 0.237
H -15.852 0.198 11.423
C -4.926 5.661 11.418
F -9.886 4.047 4.620
N -1.258 2.417 1.872
F -9.410 2.680 6.302
H -0.075 -9.485 -5.858
H 1.482 -10.784 -4.564
H 7.720 3.421 -4.298
C 9.860 -4.894 -1.345
C 11.220 -4.266 -1.241
H 1.133 1.812 -11.683
H -4.023 4.498 2.428
H 5.265 -8.520 -6.237
C -1.107 1.258 -10.093
H 14.137 -6.176 -3.476
*
```

Calculated values
**Max |F|**: 9.9 eV/Å
**Kohn-Sham gap**: 3.03 eV
**Calculated total energy**: -171908.448 eV